The following is a DFT calculation (wB97M-V/def2-TZVPD) of a 2-piece molecular cluster, C3H7N2O overall.

```
! wB97M-V def2-TZVPD RIJCOSX def2/J DEFGRID3
* xyz 2 2
C -0.250 1.785 0.034
C -0.756 1.152 -1.197
N -1.203 -0.116 -0.723
C -0.651 -0.461 0.439
N -0.189 0.730 0.922
H -0.311 2.986 0.055
H -0.619 1.568 -2.223
H -2.025 -0.553 -0.894
H -0.768 -1.459 0.935
H 0.036 0.720 1.932
H 2.600 -2.350 0.925
H 2.080 -2.253 -0.576
O 2.055 -1.748 0.372
*
```

Calculated values
* frontier orbital gap (alpha / beta): 8.32 / 4.79 eV
* <S²>: 0.7641
* E_LUMO (alpha / beta): -10.77 / -14.10 eV

Charge distribution, Löwdin scheme, values in e:
1 C 0.18
2 C 0.23
3 N 0.18
4 C 0.09
5 N 0.17
6 H 0.25
7 H 0.20
8 H 0.16
9 H 0.22
10 H 0.22
11 H 0.07
12 H 0.15
13 O -0.12



The following is a DFT calculation (wB97M-V/def2-TZVPD) of C6H20F3FeN10O8S as an isolated structure.

```
! wB97M-V def2-TZVPD RIJCOSX def2/J DEFGRID3
* xyz 1 9
Fe -1.689 -6.962 -18.674
C -0.222 -3.367 -20.702
F 0.382 -2.269 -20.857
F -1.578 -3.317 -20.764
F 0.208 -4.304 -21.567
S 0.155 -4.080 -18.987
O -0.815 -5.118 -18.613
O 1.476 -4.650 -19.096
O 0.056 -3.061 -17.982
C -4.293 -5.636 -19.704
O -3.618 -6.289 -18.908
N -4.018 -4.373 -19.922
N -5.281 -6.051 -20.518
H -4.274 -4.018 -20.832
H -3.344 -3.903 -19.334
H -5.662 -6.981 -20.418
H -5.768 -5.400 -21.118
C -2.407 -9.802 -19.684
O -2.441 -8.840 -18.910
N -1.422 -10.652 -19.771
N -3.380 -10.194 -20.419
H -1.502 -11.423 -20.419
H -0.578 -10.494 -19.239
H -4.222 -9.658 -20.262
H -3.283 -10.840 -21.189
C 1.234 -8.463 -17.789
O 0.190 -7.904 -18.019
N 1.403 -9.291 -16.734
N 2.315 -8.199 -18.535
H 0.560 -9.570 -16.253
H 2.231 -9.869 -16.758
H 3.265 -8.533 -18.461
H 2.069 -7.688 -19.371
C -1.277 -7.096 -21.960
O -1.375 -6.947 -20.748
N -2.261 -6.833 -22.851
N -0.126 -7.401 -22.554
H -2.135 -7.160 -23.799
H -3.028 -6.212 -22.635
H 0.726 -7.392 -22.012
H -0.180 -7.465 -23.561
C -2.494 -6.817 -15.547
O -2.061 -6.737 -16.645
N -3.678 -7.289 -15.320
N -2.016 -6.525 -14.461
H -3.853 -7.315 -14.326
H -4.364 -7.702 -15.935
H -2.656 -6.361 -13.696
H -1.027 -6.400 -14.301
*
```

Calculated values
* frontier orbital gap (alpha / beta): 2.91 / 6.12 eV
* <S²>: 20.0142
* E_LUMO (alpha / beta): -2.39 / -5.90 eV

Charge distribution, Löwdin scheme, values in e:
1 Fe 1.19
2 C -0.67
3 F 0.25
4 F 0.09
5 F 0.12
6 S 0.52
7 O -0.38
8 O -0.30
9 O -0.27
10 C -0.67
11 O -0.05
12 N 0.19
13 N 0.17
14 H 0.10
15 H 0.12
16 H 0.10
17 H 0.10
18 C -0.72
19 O -0.05
20 N 0.21
21 N 0.20
22 H 0.12
23 H 0.12
24 H 0.12
25 H 0.11
26 C -0.67
27 O -0.01
28 N 0.19
29 N 0.20
30 H 0.12
31 H 0.12
32 H 0.13
33 H 0.11
34 C -0.81
35 O -0.12
36 N 0.29
37 N 0.22
38 H 0.04
39 H 0.04
40 H 0.12
41 H 0.07
42 C -0.78
43 O 0.04
44 N 0.20
45 N 0.22
46 H 0.12
47 H 0.14
48 H 0.15
49 H 0.16



The following is a DFT calculation (wB97M-V/def2-TZVPD) of a 4-piece molecular cluster, C3H15NO3 overall.

```
! wB97M-V def2-TZVPD RIJCOSX def2/J DEFGRID3
* xyz 0 1
C 0.363 1.133 -2.064
C 0.266 0.726 -0.592
C 1.577 0.131 -0.109
N -0.128 1.824 0.294
H 0.687 0.257 -2.639
H -0.570 1.540 -2.445
H 1.178 1.842 -2.165
H -0.481 -0.056 -0.549
H 1.465 -0.210 0.888
H 1.970 -0.667 -0.745
H 2.365 0.872 -0.182
H -1.026 2.184 -0.006
H 0.537 2.584 0.308
H -2.201 -2.425 1.843
H -1.236 -1.249 1.854
O -1.346 -2.149 1.490
H -0.615 0.843 1.755
H -0.364 0.449 3.277
O -0.971 0.365 2.541
H -0.633 -2.276 -0.247
H -0.397 -3.335 -1.314
O -0.441 -2.382 -1.195
*
```

Calculated values
* frontier orbital gap: 10.72 eV
* E_LUMO: 0.87 eV

Charge distribution, Löwdin scheme, values in e:
1 C -0.07
2 C -0.51
3 C -0.07
4 N 0.02
5 H 0.08
6 H 0.07
7 H 0.07
8 H 0.11
9 H 0.06
10 H 0.08
11 H 0.07
12 H 0.09
13 H 0.09
14 H 0.05
15 H -0.01
16 O -0.07
17 H 0.00
18 H 0.05
19 O -0.08
20 H -0.01
21 H 0.03
22 O -0.08



The following is a DFT calculation (wB97M-V/def2-TZVPD) of a 2-piece molecular cluster, C6H11N2 overall.

```
! wB97M-V def2-TZVPD RIJCOSX def2/J DEFGRID3
* xyz 1 1
C -0.630 0.177 2.168
C -1.075 0.203 -2.500
C -0.559 1.258 -2.730
C -0.781 -0.598 0.884
C 0.908 1.079 0.887
C 1.421 -1.068 -0.371
N 0.317 1.209 1.941
N 0.330 -0.095 0.039
H -0.372 -0.387 3.019
H -1.813 -0.515 -2.318
H -1.609 0.870 2.363
H -0.260 2.290 -2.777
H -0.662 -1.673 0.984
H -1.633 -0.540 0.293
H 1.673 1.651 0.250
H 1.973 -0.805 -1.230
H 1.958 -1.230 0.527
H 0.893 -2.094 -0.553
H -0.078 0.268 -0.876
*
```

Calculated values
* frontier orbital gap: 11.97 eV
* E_LUMO: -3.13 eV

Charge distribution, Löwdin scheme, values in e:
1 C -0.15
2 C 0.02
3 C 0.07
4 C -0.10
5 C -0.07
6 C 0.03
7 N 0.10
8 N -0.13
9 H 0.11
10 H 0.05
11 H 0.19
12 H 0.07
13 H 0.13
14 H 0.10
15 H 0.18
16 H 0.09
17 H 0.09
18 H 0.14
19 H 0.07



Going through the records in order, we get DFT total energy values of -302.42203; -3351.21664; -403.78725; -344.33820 a.u..
Going through the records in order, we get ΔE to the lowest compared entry with this formula, charge and spin values of 56.8; 90.5; 0.0; 111.0 kcal/mol.